No. 1
C2H5ClFN in the gas phase at a distorted geometry. Source: the Open Molecules 2025 dataset; level of theory: the ωB97M-V functional and the def2-TZVPD basis.

XYZ file:
```
10
Properties=species:S:1:pos:R:3
C 0.653 0.396 1.017
C 0.116 -0.061 -0.297
H 2.586 1.019 0.187
H 2.402 -0.584 0.473
H 0.397 -0.332 1.743
H 0.284 1.343 1.410
H 0.486 0.465 -1.108
N 2.076 0.362 0.756
F 0.294 -1.429 -0.519
Cl -1.644 0.377 -0.450
```

Values from the calculation:
SMILES   NC[C@@H](F)Cl
Relative energy (zero: lowest compared OMol25 entry of this formula, charge and spin)   37.3 kJ/mol
HOMO energy   -9.504 eV
LUMO   1.0 eV

These are the Löwdin partial charges, in e, on atoms 1 to 5: -0.279 -0.696 0.072 0.093 0.108

=====

No. 2
C2H5ClN2 in the gas phase at a distorted geometry. Source: the Open Molecules 2025 dataset; level of theory: the ωB97M-V functional and the def2-TZVPD basis.

XYZ file:
```
10
Properties=species:S:1:pos:R:3
C 0.249 -0.103 0.693
C -0.096 0.786 -1.383
N -0.317 -0.195 -0.395
N 0.411 -1.128 1.623
Cl -0.455 -2.621 1.256
H 0.841 0.770 1.035
H -0.023 0.221 -2.357
H 0.512 1.689 -1.324
H -1.128 1.286 -1.605
H 0.006 -0.705 2.455
```

Values from the calculation:
SMILES   C/N=C/NCl
Relative energy (zero: lowest compared OMol25 entry of this formula, charge and spin)   194.4 kJ/mol
HOMO energy   -9.545 eV
LUMO   0.8 eV

These are the Löwdin partial charges, in e, on atoms 1 to 5: -0.390 -0.177 -0.043 -0.395 0.542

=====

No. 3
2 unconnected molecules or ions with the total composition C2H5ClN2O3 at a distorted geometry. Source: the Open Molecules 2025 dataset; level of theory: the ωB97M-V functional and the def2-TZVPD basis.

XYZ file:
```
13
Properties=species:S:1:pos:R:3
C -1.171 0.690 -0.010
C 2.708 -0.834 0.103
N -2.346 1.297 -0.115
N -0.961 -0.570 0.080
O -0.091 1.511 -0.017
O 1.803 -1.741 -0.196
O 2.531 0.324 0.098
Cl -2.318 -1.722 0.114
H 3.739 -1.401 0.415
H -3.281 0.930 -0.023
H -2.171 2.229 -0.220
H 0.832 -1.618 -0.105
H 0.726 0.905 -0.126
```

Values from the calculation:
SMILES   N/C(O)=N\Cl.O=CO
Relative energy (zero: lowest compared OMol25 entry of this formula, charge and spin)   29.4 kJ/mol
HOMO energy   -9.554 eV
LUMO   0.8 eV

These are the Löwdin partial charges, in e, on atoms 1 to 5: -0.654 -0.428 0.182 -0.360 0.074

=====

No. 4
2 unconnected molecules or ions with the total composition C2H5ClN2OS at a distorted geometry. Source: the Open Molecules 2025 dataset; level of theory: the ωB97M-V functional and the def2-TZVPD basis.

XYZ file:
```
12
Properties=species:S:1:pos:R:3
C -1.212 1.523 -0.308
C -0.671 -0.681 0.582
N 1.688 0.196 -0.937
N -0.434 0.412 -0.157
O -2.406 1.500 -0.122
S 2.389 -0.975 -0.125
Cl -1.487 -2.156 -0.112
H -0.727 2.398 -0.683
H -1.164 -0.586 1.569
H 0.310 -1.212 1.067
H 1.380 -0.094 -1.841
H 2.333 -0.325 1.068
```

Values from the calculation:
Relative energy (zero: lowest compared OMol25 entry of this formula, charge and spin)   375.9 kJ/mol
HOMO energy (spin up / spin down)   -9.583 / -9.260 eV
LUMO (spin up / spin down)   -1.6 / -1.9 eV

These are the Löwdin partial charges, in e, on atoms 1 to 5: -0.374 -0.724 -0.376 -0.020 0.038

=====

No. 5
C2H5ClN3OP3 in the gas phase at a distorted geometry. Source: the Open Molecules 2025 dataset; level of theory: the ωB97M-V functional and the def2-TZVPD basis.

XYZ file:
```
15
Properties=species:S:1:pos:R:3
C 2.805 1.454 -1.458
C 1.663 1.366 -0.796
N -2.706 0.502 0.663
N -1.431 -1.850 1.206
N -0.450 0.551 -0.468
O 0.512 0.953 -1.394
P -1.907 1.273 -0.469
P -3.002 -0.957 1.257
P -0.721 -2.058 -0.259
Cl 0.987 -2.877 0.309
H 3.686 1.827 -0.969
H 2.886 1.180 -2.495
H 1.561 1.643 0.251
H -1.111 -2.375 2.010
H -2.770 -0.633 2.613
```

Values from the calculation:
HOMO energy (spin up / spin down)   -6.244 / -8.487 eV
<S²>   2.041
LUMO (spin up / spin down)   -0.2 / -2.9 eV
2S+1   3

These are the Löwdin partial charges, in e, on atoms 1 to 5: 0.046 -0.236 -0.642 -0.647 -0.370

=====

No. 6
C2H5ClO3S in the gas phase at a distorted geometry. Source: the Open Molecules 2025 dataset; level of theory: the ωB97M-V functional and the def2-TZVPD basis.

XYZ file:
```
12
Properties=species:S:1:pos:R:3
C 2.119 0.135 0.319
C -1.895 0.685 -0.827
O 0.958 0.458 -0.503
O -0.669 -0.334 1.282
O -2.925 0.155 -0.123
S -0.480 -0.223 -0.118
Cl 0.192 -2.154 -0.683
H 3.143 0.599 0.042
H 2.034 0.520 1.307
H 2.345 -0.873 0.384
H -1.912 0.409 -1.857
H -2.912 0.623 0.779
```

Values from the calculation:
SMILES   CO[S@](=O)(Cl)=CO
Relative energy (zero: lowest compared OMol25 entry of this formula, charge and spin)   351.9 kJ/mol
HOMO energy (spin up / spin down)   -8.692 / -8.692 eV
LUMO (spin up / spin down)   -0.3 / -0.3 eV

These are the Löwdin partial charges, in e, on atoms 1 to 5: -0.120 -0.297 -0.386 -0.360 -0.124